[1]
Molecular formula: C52H40AsBrF4N5OPSeY
Method: DFT, ωB97M-V with the def2-TZVPD basis set

```
107
Properties=species:S:1:pos:R:3:lowdin_charge:R:1
Y 0.29135 0.29204 -0.13187 1.190
F -2.61384 3.91199 5.85783 0.198
C -2.03451 3.72683 4.69741 -0.115
C -1.57610 4.80174 3.96066 -0.117
F -1.71450 6.02472 4.41976 0.189
C -0.96348 4.57647 2.73545 -0.197
F -0.51878 5.64589 2.08633 0.130
C -0.78849 3.30952 2.19725 -0.302
P 0.05360 3.11949 0.59697 1.035
C -0.82295 4.06728 -0.67034 -0.363
C -0.70428 5.45089 -0.82218 -0.079
C -1.39179 6.10127 -1.83363 -0.029
C -2.19918 5.38479 -2.70977 -0.036
C -2.31578 4.00888 -2.57705 -0.062
C -1.62780 3.35657 -1.56352 -0.124
C 1.66406 3.90792 0.83133 -0.388
C 2.28278 4.60849 -0.20177 -0.101
C 3.53486 5.17160 -0.00275 -0.057
C 4.18236 5.02335 1.21599 -0.042
C 3.57236 4.31495 2.24292 -0.049
C 2.31453 3.76310 2.05503 -0.096
C -1.24678 2.24547 2.98156 -0.512
Br -1.04491 0.39569 2.55888 0.915
C -1.86259 2.43765 4.20184 -0.261
F -2.29167 1.42168 4.93325 0.107
H -0.07275 6.02495 -0.15863 0.108
H -1.29708 7.17349 -1.93891 0.126
H -2.73131 5.90154 -3.49714 0.123
H -2.93678 3.44767 -3.26327 0.111
H -1.74194 2.28370 -1.45310 0.054
H 1.78925 4.74536 -1.15690 0.106
H 3.99874 5.73969 -0.79837 0.122
H 5.15461 5.47189 1.37061 0.123
H 4.06773 4.21592 3.20037 0.119
H 1.84090 3.23848 2.87824 0.106
Se 2.42126 -5.61237 -5.04207 1.246
N 1.54255 -5.58239 -3.48946 -0.191
C 1.41671 -4.32278 -3.15938 -0.349
C 0.74875 -3.87998 -1.93449 -0.068
C 0.14023 -4.77670 -1.05262 0.051
C -0.47327 -4.29698 0.08397 0.002
C -0.43040 -2.93020 0.32871 -0.114
N 0.14717 -2.06424 -0.50109 -0.016
C 0.71443 -2.52359 -1.63806 -0.154
C 1.25696 -1.52924 -2.58796 -0.136
N 1.11637 -0.21254 -2.28748 -0.014
C 1.55766 0.70605 -3.15296 -0.105
C 2.17541 0.37330 -4.34939 0.007
C 2.33090 -0.96199 -4.65662 0.065
C 1.85993 -1.93456 -3.77179 -0.060
C 1.97133 -3.36677 -4.05823 -0.345
N 2.55487 -3.83534 -5.13132 -0.192
H 0.15789 -5.83480 -1.28215 0.140
H -0.96489 -4.95700 0.78440 0.131
H -0.88229 -2.52438 1.22833 0.110
H 1.41327 1.74774 -2.88120 0.118
H 2.51734 1.15179 -5.01596 0.130
H 2.80517 -1.27654 -5.57802 0.139
C 2.40017 -0.17434 5.95771 -0.047
C 3.16440 0.74589 5.25683 -0.049
C 3.26712 0.66258 3.87265 -0.113
C 2.60282 -0.34943 3.18753 -0.393
C 1.82389 -1.26372 3.89383 -0.152
C 1.73035 -1.18133 5.27501 -0.058
As 2.65077 -0.38374 1.25835 1.271
C 4.13156 0.72313 0.74732 -0.425
C 5.37931 0.54306 1.33984 -0.097
C 6.48050 1.22000 0.83802 -0.037
C 6.34724 2.05610 -0.26465 -0.042
C 5.10739 2.23192 -0.85996 -0.069
C 4.00125 1.56474 -0.34942 -0.145
C 3.28163 -2.10973 0.61709 -0.363
C 4.22297 -2.12035 -0.40782 -0.098
C 4.63325 -3.32916 -0.96072 -0.054
C 4.11622 -4.52578 -0.48856 -0.055
C 3.18024 -4.51531 0.53892 -0.064
C 2.75335 -3.31140 1.08068 -0.117
H 2.33043 -0.11269 7.03541 0.121
H 3.69704 1.52443 5.78716 0.118
H 3.88037 1.37905 3.34457 0.084
H 1.27684 -2.05146 3.39076 0.080
H 1.13578 -1.90326 5.81873 0.119
H 5.50881 -0.13513 2.17476 0.122
H 7.45030 1.08241 1.29738 0.123
H 7.21440 2.56866 -0.65958 0.121
H 4.99975 2.88915 -1.71280 0.115
H 3.03874 1.72152 -0.83027 0.059
H 4.65956 -1.19959 -0.77592 0.100
H 5.38015 -3.32970 -1.74410 0.118
H 4.45606 -5.46562 -0.90345 0.120
H 2.79282 -5.44767 0.92911 0.121
H 2.02972 -3.34018 1.88462 0.086
C -5.20385 0.40936 -1.98051 0.013
N -4.01165 0.49323 -1.11378 -0.091
C -4.17959 1.25717 0.12987 0.015
C -2.86882 -0.07030 -1.41117 -0.445
C -2.68604 -0.91314 -2.63270 0.052
O -1.85780 0.08320 -0.64078 -0.244
H -5.85483 1.23902 -1.72151 0.104
H -5.73286 -0.52623 -1.80741 0.116
H -4.93309 0.50624 -3.02681 0.098
H -5.20085 1.11478 0.47317 0.110
H -4.00972 2.31715 -0.06154 0.104
H -3.48682 0.89764 0.88298 0.058
H -3.60583 -1.18084 -3.13979 0.088
H -2.17034 -1.82391 -2.32732 0.092
H -2.03697 -0.38029 -3.33189 0.107
```

- ΔE to the lowest compared entry with this formula, charge and spin (eV) = 0.338
- E_LUMO (eV) = -8.3
- charge = +3
- HOMO-LUMO gap (eV) = 7.5

***

[2]
Molecular formula: C8H10N2S
Method: DFT, ωB97M-V with the def2-TZVPD basis set

```
21
Properties=species:S:1:pos:R:3:lowdin_charge:R:1
C -2.43120 -1.09415 -0.77244 -0.120
C -2.11019 0.24679 -1.19797 -0.052
C -1.54231 -1.88437 -0.09660 -0.096
C 0.05286 -0.14903 -0.40926 0.066
C -0.76240 0.75054 -1.05711 -0.344
C -0.24801 -1.38639 0.09380 -0.385
C 2.29920 0.65895 0.51820 -0.705
C 1.87627 1.44567 1.66299 -0.155
N -0.37842 2.02476 -1.42770 0.117
N 0.67092 -2.11809 0.81838 0.088
S 3.55867 0.38868 -0.42033 0.698
H -3.46622 -1.64278 -0.82912 0.132
H -2.93558 0.91849 -1.73099 0.132
H -1.58039 -2.92193 0.24322 0.104
H 0.82897 1.52558 1.44293 0.064
H 2.46049 2.37897 1.83364 0.101
H 2.10992 0.81893 2.46127 0.065
H -0.94708 2.81580 -1.27063 0.083
H 0.53359 2.27619 -1.30380 0.039
H 0.43702 -3.19509 0.83451 0.150
H 1.57388 -1.85755 0.60703 0.017
```

- ΔE to the lowest compared entry with this formula, charge and spin (eV) = 4.297
- E_LUMO (alpha / beta) (eV) = -0.4 / -0.2
- HOMO-LUMO gap (alpha / beta) (eV) = 7.2 / 7.5

***

> Number 2 is which compound?

C8H10N2S